[1]
Density functional theory data (ωB97M-V/def2-TZVPD) for a structure of composition C5H9NO2 in a non-equilibrium geometry.

Last column: Mulliken charge in e.
Element x y z (Å)
C  -0.9133  -0.7446  -1.6545  -1.23
C  0.1970  -0.8864  -0.6386  0.34
O  1.4086  -0.6669  -1.0921  -0.61
H  0.0832  -1.7695  0.0080  0.33
H  -1.8876  -0.7370  -1.1668  0.35
H  -0.7756  0.1641  -2.2366  0.33
H  -0.8668  -1.6021  -2.3305  0.35
C  -0.2121  0.3834  0.6618  0.13
C  1.3092  0.0224  1.6492  0.08
C  -0.1849  1.6567  0.2143  -0.70
O  -1.2706  -0.1104  1.3944  -0.51
N  2.3524  -0.2363  1.1183  -0.64
H  -1.9405  0.5724  1.5271  0.36
H  2.0875  -0.4762  -0.1689  0.46
H  0.9223  0.0674  2.6604  0.36
H  0.6544  1.9843  -0.3816  0.32
H  -0.9633  2.3787  0.4361  0.26

Summary:
Net charge: 0
HOMO (spin up / spin down): -8.8 / -8.8 eV
Kohn-Sham gap (spin up / spin down): 8.14 / 8.14 eV
E_LUMO (spin up / spin down): -0.65 / -0.65 eV
Energy: -401.00336 a.u.
Relative energy (zero: lowest compared OMol25 entry of this formula, charge and spin): 455.2 kJ/mol

---

[2]
Density functional theory data (ωB97M-V/def2-TZVPD) for a cluster of 7 separate species, C28H77N7O7 in total in a non-equilibrium geometry.

Last column: Mulliken charge in e.
Element x y z (Å)
C  0.4031  0.7348  -7.9098  -1.29
C  -0.8902  -0.0379  -8.1517  0.62
C  -1.8997  0.5799  -7.0697  -0.94
O  -1.6220  0.0998  -5.7594  -0.24
C  -2.6849  -0.5616  -5.0833  -0.45
N  -1.2249  0.2392  -9.4987  -0.64
H  0.5258  1.6894  -8.4214  0.46
H  1.2420  0.0974  -8.1892  0.28
H  0.3951  0.9288  -6.8373  0.29
H  -0.8421  -1.1023  -7.9218  0.13
H  -2.8713  0.2604  -7.4465  0.47
H  -1.8544  1.6681  -7.0263  0.23
H  -2.9489  -1.4843  -5.5999  0.36
H  -3.6123  0.0109  -5.1014  0.48
H  -2.5256  -0.6619  -4.0097  -0.22
H  -1.1681  1.2424  -9.6011  0.25
H  -2.1212  -0.1389  -9.7704  0.26
C  1.6391  -1.7430  6.6677  -1.47
C  2.4077  -0.4971  6.8111  0.41
C  2.0454  0.5784  5.7418  -0.38
O  2.7396  0.2427  4.5993  -0.37
C  2.4254  1.1046  3.4910  -0.12
N  2.2031  0.0907  8.1722  -0.72
H  1.8431  -2.2670  5.7339  0.27
H  0.5944  -1.4339  6.7007  0.35
H  1.8970  -2.3914  7.5050  0.47
H  3.4671  -0.7072  6.6642  0.31
H  2.4015  1.5383  6.1157  0.27
H  0.9670  0.6676  5.6101  0.14
H  1.5311  1.7090  3.6426  0.12
H  2.4009  0.6532  2.4992  -0.21
H  3.2937  1.7615  3.4401  0.40
H  3.1377  0.2438  8.5232  0.29
H  1.9253  -0.7172  8.7109  0.27
C  -0.2913  -2.6288  2.3009  -1.59
C  -0.9194  -1.2451  2.1254  1.40
C  -1.8661  -1.3547  0.9392  -1.11
O  -1.2290  -1.7189  -0.3346  -0.08
C  -2.1961  -1.7687  -1.3814  -0.22
N  -1.5866  -0.8754  3.3445  -0.55
H  -0.9468  -3.3238  2.8256  0.40
H  0.5775  -2.5140  2.9491  0.32
H  0.0757  -3.1655  1.4260  0.33
H  -0.1243  -0.5550  1.8431  -0.34
H  -2.4294  -0.4321  0.7988  0.44
H  -2.6981  -2.0348  1.1218  0.40
H  -2.7582  -0.8383  -1.4620  0.36
H  -2.8979  -2.5907  -1.2400  0.41
H  -1.7893  -1.7744  -2.3926  -0.52
H  -2.1526  -0.0489  3.2158  0.05
H  -0.9923  -0.6901  4.1398  0.23
C  2.2162  4.2458  1.8626  -1.28
C  0.9739  5.0311  2.2523  0.92
C  0.0999  4.4296  3.4101  -0.92
O  -0.5906  3.1509  3.2541  -0.06
C  -1.0739  2.7477  1.9265  -0.60
N  1.4169  6.3429  2.6509  -0.76
H  2.9577  4.1927  2.6597  0.30
H  2.7007  4.7405  1.0208  0.49
H  1.9068  3.2563  1.5263  0.11
H  0.3025  5.1225  1.3985  0.23
H  -0.7239  5.1381  3.4958  0.13
H  0.6153  4.3552  4.3676  0.32
H  -0.1721  2.5064  1.3638  0.21
H  -1.5848  3.6082  1.4945  0.34
H  -1.7638  1.9049  1.9687  0.06
H  1.9182  6.7384  1.8683  0.27
H  0.7271  7.0672  2.7910  0.23
C  -4.0190  0.8934  5.3684  -0.66
C  -3.8797  2.3597  5.7864  0.58
C  -4.3097  3.3858  4.6311  -0.57
O  -4.0304  4.7279  4.9401  -0.35
C  -4.1317  5.4983  3.7636  -0.71
N  -4.5865  2.5330  7.0483  -0.79
H  -3.9356  0.3151  6.2886  0.37
H  -3.1953  0.4647  4.7976  -0.11
H  -4.9189  0.7208  4.7782  0.31
H  -2.8224  2.6128  5.8649  0.22
H  -5.3637  3.2486  4.3896  0.41
H  -3.7558  3.1876  3.7134  0.11
H  -5.1662  5.8050  3.6095  0.33
H  -3.6023  5.1958  2.8601  0.24
H  -3.5895  6.4157  3.9924  0.27
H  -4.6836  3.5179  7.2497  0.27
H  -4.0418  2.1404  7.8028  0.24
C  0.3898  -2.1089  -5.0882  -0.31
C  0.2666  -3.6408  -4.8940  0.50
C  1.0768  -4.5224  -5.8862  -0.93
O  0.7973  -3.9924  -7.1717  -0.23
C  1.1794  -4.8986  -8.1241  -0.92
N  0.6033  -3.8653  -3.5186  -0.66
H  0.0799  -1.8784  -6.1075  -0.36
H  1.3109  -1.5935  -4.8158  0.21
H  -0.1991  -1.5274  -4.3788  0.26
H  -0.8035  -3.8405  -4.9513  0.37
H  0.9009  -5.5839  -5.7116  0.41
H  2.1606  -4.4365  -5.8090  0.25
H  2.2508  -5.0215  -7.9661  0.34
H  1.2810  -4.5239  -9.1426  0.30
H  0.7262  -5.8894  -8.1583  0.32
H  1.4527  -3.3425  -3.3597  0.13
H  -0.0540  -3.3098  -2.9899  0.26
C  1.6687  -1.7423  -1.0365  -0.49
C  3.2338  -1.9087  -0.7103  0.93
C  4.0161  -1.8970  -2.0905  -1.21
O  3.4913  -2.8024  -3.0684  -0.18
C  4.1102  -4.0612  -3.0100  -0.90
N  3.7187  -0.6933  -0.0317  -0.62
H  1.2630  -1.7067  -0.0255  -0.34
H  1.0746  -2.6081  -1.3287  0.12
H  1.4514  -0.8741  -1.6587  0.29
H  3.2959  -2.7930  -0.0761  0.20
H  5.0618  -1.9991  -1.8001  0.51
H  4.1256  -0.8982  -2.5129  0.39
H  3.9166  -4.7545  -3.8285  0.26
H  3.9789  -4.5842  -2.0628  0.32
H  5.1802  -4.0705  -3.2179  0.36
H  4.7274  -0.6740  0.0145  0.22
H  3.3758  -0.3957  0.8705  0.08

Summary:
Net charge: 0
HOMO: -8.6 eV
Kohn-Sham gap: 9.15 eV
E_LUMO: 0.52 eV
Energy: -2022.67917 a.u.
Relative energy (zero: lowest compared OMol25 entry of this formula, charge and spin): 504.8 kJ/mol

---

[3]
Density functional theory data (ωB97M-V/def2-TZVPD) for a cluster of 3 separate species, C11H28BrO4S in total in a non-equilibrium geometry.

Last column: Mulliken charge in e.
Element x y z (Å)
C  2.6134  -0.5929  3.6458  -0.97
C  2.4240  -1.3423  2.1682  -0.11
O  3.7004  -2.0248  1.9000  -0.26
C  3.8158  -2.4688  0.5025  -0.36
S  3.9700  -1.0936  -0.7605  0.51
O  5.5472  -1.1849  -1.4043  -0.44
Br  2.5905  -1.6519  -2.4455  0.19
H  3.3759  -1.2914  4.2406  0.31
H  1.6154  -0.5017  4.2504  0.26
H  3.1786  0.4149  3.4641  0.26
H  2.1321  -0.5137  1.3928  0.24
H  1.4976  -2.0744  2.2787  0.26
H  2.9602  -3.2311  0.1693  0.39
H  4.8250  -3.1031  0.4370  0.33
H  6.1559  -0.6110  -0.8529  0.40
C  -2.7542  0.2250  4.1948  -1.16
C  -1.6003  0.2389  3.2083  -0.17
O  -1.4216  -1.0019  2.5291  -0.41
C  -2.5060  -1.4441  1.7162  -0.38
C  -2.8298  -0.4959  0.5752  -0.96
H  -2.6694  -0.6253  4.8792  0.31
H  -2.7693  1.1499  4.7792  0.40
H  -3.7170  0.1371  3.6829  0.28
H  -0.6721  0.4265  3.7580  0.26
H  -1.7045  1.0561  2.4880  0.29
H  -3.3896  -1.6376  2.3325  0.30
H  -2.2034  -2.4087  1.2948  0.34
H  -3.2322  0.4513  0.9445  0.23
H  -3.5759  -0.9392  -0.0910  0.43
H  -1.9296  -0.2650  -0.0040  0.24
C  -1.0479  3.6368  -3.7999  -1.06
C  -0.5395  2.6337  -2.7801  -0.29
O  -1.4194  1.5287  -2.5860  -0.38
C  -1.6645  0.7035  -3.7224  -0.32
C  -0.4140  0.0293  -4.2587  -0.82
H  -2.0714  3.9456  -3.5638  0.29
H  -0.4060  4.5228  -3.8182  0.39
H  -1.0596  3.2116  -4.8078  0.27
H  -0.4533  3.1338  -1.8100  0.32
H  0.4641  2.2810  -3.0372  0.26
H  -2.1725  1.2750  -4.5055  0.31
H  -2.3674  -0.0707  -3.3966  0.33
H  0.2797  0.7571  -4.6881  0.30
H  -0.6725  -0.6892  -5.0423  0.42
H  0.1172  -0.4954  -3.4576  -0.03

Summary:
Net charge: +1
HOMO: -11.8 eV
Kohn-Sham gap: 5.52 eV
E_LUMO: -6.30 eV
Energy: -3708.64049 a.u.

---

[4]
Density functional theory data (ωB97M-V/def2-TZVPD) for a structure of composition C29H31DyN3O2PS in a non-equilibrium geometry.

Last column: Mulliken charge in e.
Element x y z (Å)
Dy  -1.2660  -0.4227  -0.5214  0.56
N  -0.8391  0.2349  1.9305  -0.23
C  0.2566  -0.3365  2.7000  -0.08
C  0.1054  -0.6171  4.0308  -0.39
C  1.1082  -1.1289  4.7916  -0.85
C  2.3540  -1.3594  4.1692  -0.64
C  2.5352  -1.1237  2.8320  -0.74
C  1.4795  -0.6128  2.0664  0.07
P  1.6239  -0.3677  0.2860  1.46
C  1.3783  -2.0791  -0.3641  0.52
C  1.4222  -3.2053  0.4367  -0.86
C  1.0561  -4.4358  -0.1135  -0.66
C  0.6420  -4.5268  -1.4323  -0.55
C  0.5239  -3.3860  -2.2125  -0.90
C  0.9268  -2.2036  -1.6784  -0.22
C  3.3624  0.1201  -0.1155  0.53
C  4.3060  -0.7707  -0.6228  -0.18
C  5.5654  -0.2898  -0.8836  -0.58
C  5.8715  1.0579  -0.7447  -0.60
C  4.9131  1.9401  -0.3006  -0.68
C  3.6539  1.4781  0.0474  -0.59
H  -1.7693  0.1266  2.3857  0.39
H  -0.7197  1.2725  1.9670  0.34
H  -0.8366  -0.3706  4.4626  0.48
H  0.9919  -1.3244  5.8697  0.41
H  3.1691  -1.7060  4.8157  0.41
H  3.4849  -1.2931  2.3472  0.57
H  1.8389  -3.1504  1.4460  0.39
H  1.1181  -5.3270  0.5213  0.43
H  0.2696  -5.4851  -1.8372  0.37
H  0.1923  -3.4962  -3.1977  0.60
H  0.9306  -1.3808  -2.3670  0.62
H  4.0217  -1.8177  -0.8169  0.33
H  6.2723  -0.9815  -1.2786  0.44
H  6.8605  1.3366  -1.0772  0.41
H  5.1146  3.0012  -0.2468  0.42
H  2.9043  2.1637  0.3509  0.48
N  -4.0037  -0.3074  -4.0432  -0.36
C  -3.3986  -0.0974  -2.8673  0.70
O  -2.1718  -0.4158  -2.6762  -0.46
C  -4.2120  0.4570  -1.7122  -1.05
C  -3.6592  0.0425  -0.3365  -1.01
H  -3.5076  -0.6608  -4.8141  0.25
H  -4.9736  -0.0360  -4.1510  0.23
H  -5.2568  0.2806  -1.8250  0.54
H  -4.1708  1.5348  -1.8678  0.34
H  -4.1736  -0.8809  -0.0578  0.48
H  -3.9812  0.7313  0.4776  0.34
S  0.5239  3.7101  -2.7571  -0.14
C  0.0575  2.1023  -2.3537  -0.29
N  -0.7998  1.9629  -1.3672  0.39
C  -1.1096  3.2056  -0.8142  -0.56
C  -2.0248  3.4211  0.2513  -0.11
C  -2.1632  4.7076  0.7071  -0.75
C  -1.4406  5.7420  0.1209  -0.59
C  -0.6512  5.5394  -0.9748  -0.39
C  -0.4816  4.2614  -1.4356  0.83
H  0.4420  1.2314  -2.8200  0.42
H  -2.6692  2.6269  0.6448  0.22
H  -2.9366  4.9425  1.4383  0.41
H  -1.5970  6.7699  0.4582  0.38
H  -0.2015  6.3830  -1.4834  0.43
C  -3.0801  -2.7567  1.2236  -0.89
O  -1.7546  -2.3821  0.6951  -0.05
H  -3.6935  -3.2248  0.4628  0.38
H  -3.5663  -1.8404  1.5609  0.29
H  -2.9721  -3.4138  2.0616  0.37
H  -1.1952  -3.1697  0.6091  0.17

Summary:
Net charge: +2
HOMO (spin up / spin down): -13.7 / -13.6 eV
Spin multiplicity: 6
Kohn-Sham gap (spin up / spin down): 8.37 / 8.42 eV
E_LUMO (spin up / spin down): -5.29 / -5.22 eV
<S²>: 9.33
Energy: -3062.62012 a.u.
Relative energy (zero: lowest compared OMol25 entry of this formula, charge and spin): 0.0 kJ/mol

---

[5]
Density functional theory data (ωB97M-V/def2-TZVPD) for a cluster of 2 separate species, C3H3N2O in total in a non-equilibrium geometry.

Last column: Mulliken charge in e.
Element x y z (Å)
C  -1.9509  -0.3384  -0.0815  0.31
C  -0.5231  1.7310  0.0204  -0.93
C  -0.7559  0.3656  0.1286  -0.34
N  -2.7689  -1.1150  -0.3779  -0.58
N  2.9748  -2.0698  0.3485  0.07
O  3.5185  -2.8872  -0.4214  -0.28
H  -1.1816  2.5229  -0.3407  0.32
H  0.5393  1.9463  0.2860  0.20
H  0.1480  -0.1554  0.4379  0.23

Summary:
Net charge: -1
HOMO (spin up / spin down): -4.4 / 0.1 eV
Kohn-Sham gap (spin up / spin down): 7.26 / 2.82 eV
E_LUMO (spin up / spin down): 2.86 / 2.91 eV
Energy: -300.71309 a.u.
Relative energy (zero: lowest compared OMol25 entry of this formula, charge and spin): 178.0 kJ/mol

---

[6]
Density functional theory data (ωB97M-V/def2-TZVPD) for the ion C4H10N3O with charge +1 in a non-equilibrium geometry.

Last column: Mulliken charge in e.
Element x y z (Å)
C  -1.8191  -0.9364  0.0248  -0.37
C  -2.2399  0.3043  -0.0966  -0.25
C  -0.4648  -1.4407  0.1784  -0.54
C  0.4976  -0.3531  -0.2545  -0.30
N  0.0153  1.0663  0.4158  -0.01
N  1.9336  -0.4415  0.1583  -0.20
N  0.9104  2.0023  -0.1391  -0.63
O  -1.3035  1.3364  0.0356  -0.27
H  -2.5154  -1.7586  -0.1452  0.35
H  -3.2641  0.7859  0.0618  0.35
H  -0.3469  -1.7145  1.2102  0.33
H  -0.2213  -2.2780  -0.3769  0.48
H  0.5280  -0.3432  -1.2760  0.40
H  1.9853  -0.6838  1.1471  0.35
H  2.3514  -1.2459  -0.2378  0.35
H  0.6733  2.4556  -1.1119  0.27
H  2.3206  0.5182  -0.1054  0.44
H  0.9594  2.7267  0.5114  0.25

Summary:
Net charge: +1
HOMO: -12.7 eV
Kohn-Sham gap: 9.28 eV
E_LUMO: -3.39 eV
Energy: -397.53097 a.u.
Relative energy (zero: lowest compared OMol25 entry of this formula, charge and spin): 389.4 kJ/mol

---

The highest energy belongs to which entry? C3H3N2O